Density functional theory data (wB97M-V/def2-TZVPD) for a 2-piece molecular cluster, CH8N overall.

XYZ file:
```
10
Properties=species:S:1:pos:R:3:forces:R:3
H -1.255 0.661 -0.599 -0.29 0.10 -0.04
H 1.159 -0.465 0.640 0.05 -0.04 -0.07
H -2.554 -0.297 0.224 -0.09 0.34 -0.17
H 0.989 -0.039 -0.971 -0.03 -0.05 0.14
H 1.336 1.127 0.169 -0.12 -0.13 0.00
H -1.111 -1.099 -0.281 0.10 0.09 0.02
N 1.499 0.151 -0.102 0.31 0.42 -0.18
C -1.487 -0.142 0.096 0.14 -0.57 0.24
H 2.505 0.040 -0.264 -0.08 -0.20 0.10
H -1.080 0.064 1.088 0.01 0.03 -0.04
```
Forces are in eV/Å.

Relative energy (zero: lowest compared OMol25 entry of this formula, charge and spin) in eV: 0.0357
Energy in eV: -2649.8313
Largest force on an atom in eV/A: 0.632
Kohn-Sham gap in eV: 13.2439
Lowest unoccupied orbital energy in eV: -4.4
Net charge: +1
E_HOMO in eV: -17.68

Atom charges from the Löwdin analysis, given in e for atoms 1 to 8:
1. H 0.0244
2. H 0.1453
3. H 0.0415
4. H 0.1450
5. H 0.1646
6. H 0.0291
7. N 0.3131
8. C -0.0530

Density functional theory data (wB97M-V/def2-TZVPD) for a 2-piece molecular cluster, C7H11ClN5O2 overall in a non-equilibrium geometry.

XYZ file:
```
26
Properties=species:S:1:pos:R:3:forces:R:3
C -0.107 -1.990 -1.176 -0.11 0.45 0.20
O -3.920 -0.119 -0.367 -0.41 0.55 -1.04
O -2.871 -1.908 0.379 0.16 -0.38 0.19
H -3.561 -0.352 1.572 0.09 -0.28 0.39
H -0.632 1.889 -2.056 0.08 -0.01 -0.29
C -0.651 -2.355 1.288 -0.60 0.02 -0.15
Cl -0.105 -3.592 -1.624 -0.01 -0.41 -0.08
H -0.390 0.338 0.857 0.06 0.06 0.10
N -0.332 -1.601 0.087 0.48 0.19 -0.06
H 4.606 4.109 0.541 -0.02 -0.06 0.03
C 3.330 2.694 -0.331 0.00 -0.10 0.03
C -0.008 0.121 -1.230 0.04 0.11 0.43
H -0.229 -3.343 1.166 0.18 -0.12 -0.08
C 3.992 3.987 -0.349 0.17 0.23 0.00
N 2.806 1.672 -0.316 -0.08 0.08 0.00
H 4.633 4.071 -1.225 -0.01 -0.07 -0.02
H -0.166 -1.881 2.132 0.16 0.11 0.10
N 0.102 -0.966 -1.987 -0.11 -0.07 -0.14
H -2.468 -1.941 2.415 -0.18 0.03 0.14
H 3.259 4.790 -0.376 -0.06 -0.05 0.00
H 1.024 1.870 -1.471 -0.02 -0.03 0.00
N -0.274 -0.247 0.046 0.03 -0.11 -0.48
C -3.495 -0.727 0.544 0.07 0.19 0.45
N 0.122 1.432 -1.579 -0.26 -0.20 0.37
H -2.467 -3.499 1.563 -0.16 -0.13 0.12
C -2.198 -2.454 1.497 0.49 0.00 -0.18
```
Forces are in eV/Å.

Energy in eV: -31497.9553
Largest force on an atom in eV/A: 1.245
Kohn-Sham gap in eV: 10.6820
Lowest unoccupied orbital energy in eV: -3.4
Net charge: +1
E_HOMO in eV: -14.03

Atom charges from the Löwdin analysis, given in e for atoms 1 to 8:
1. C -0.7290
2. O 0.1378
3. O -0.0224
4. H 0.1511
5. H 0.1131
6. C -0.0504
7. Cl 0.8837
8. H 0.1948

Density functional theory data (wB97M-V/def2-TZVPD) for one molecule with the formula C4H7NO.

XYZ file:
```
13
Properties=species:S:1:pos:R:3:forces:R:3
C 0.628 -1.303 0.763 0.02 -0.02 0.03
H -0.643 1.430 1.568 -0.07 -0.11 -0.14
C 0.541 0.096 0.180 0.20 -0.10 0.01
H -0.361 -1.775 0.750 0.18 0.05 -0.01
H 1.326 -1.922 0.189 -0.11 0.11 0.05
O -2.112 1.776 -0.857 0.41 -0.24 0.16
N -0.562 0.909 0.705 -0.10 0.22 0.07
C -1.157 1.124 -0.516 -0.27 0.19 -0.05
H 0.475 0.772 -1.965 -0.10 -0.06 0.12
C -0.116 0.239 -1.216 0.01 -0.07 -0.16
H 0.986 -1.276 1.798 -0.09 0.00 -0.13
H 1.506 0.613 0.247 -0.10 -0.08 -0.03
H -0.511 -0.684 -1.646 0.02 0.11 0.08
```
Forces are in eV/Å.

Relative energy (zero: lowest compared OMol25 entry of this formula, charge and spin) in eV: 0.7083
Energy in eV: -7798.9361
Largest force on an atom in eV/A: 0.503
Kohn-Sham gap in eV: 10.6655
Lowest unoccupied orbital energy in eV: 0.9
Structure (SMILES): C[C@H]1CC(=O)N1
Net charge: 0
E_HOMO in eV: -9.73

Atom charges from the Löwdin analysis, given in e for atoms 1 to 8:
1. C -0.0648
2. H 0.1458
3. C -0.3525
4. H 0.0837
5. H 0.0790
6. O 0.0702
7. N 0.1082
8. C -0.4847

Kohn-Sham gap of number 2 (C7H11ClN5O2)?
10.6820 eV

Look up the E_HOMO of the first one.
-17.68 eV

Copy entry 1 word for word.
Density functional theory data (wB97M-V/def2-TZVPD) for a 2-piece molecular cluster, CH8N overall.

XYZ file:
```
10
Properties=species:S:1:pos:R:3:forces:R:3
H -1.255 0.661 -0.599 -0.29 0.10 -0.04
H 1.159 -0.465 0.640 0.05 -0.04 -0.07
H -2.554 -0.297 0.224 -0.09 0.34 -0.17
H 0.989 -0.039 -0.971 -0.03 -0.05 0.14
H 1.336 1.127 0.169 -0.12 -0.13 0.00
H -1.111 -1.099 -0.281 0.10 0.09 0.02
N 1.499 0.151 -0.102 0.31 0.42 -0.18
C -1.487 -0.142 0.096 0.14 -0.57 0.24
H 2.505 0.040 -0.264 -0.08 -0.20 0.10
H -1.080 0.064 1.088 0.01 0.03 -0.04
```
Forces are in eV/Å.

Relative energy (zero: lowest compared OMol25 entry of this formula, charge and spin) in eV: 0.0357
Energy in eV: -2649.8313
Largest force on an atom in eV/A: 0.632
Kohn-Sham gap in eV: 13.2439
Lowest unoccupied orbital energy in eV: -4.4
Net charge: +1
E_HOMO in eV: -17.68

Atom charges from the Löwdin analysis, given in e for atoms 1 to 8:
1. H 0.0244
2. H 0.1453
3. H 0.0415
4. H 0.1450
5. H 0.1646
6. H 0.0291
7. N 0.3131
8. C -0.0530

Which of these has the lowest largest force on an atom?
C4H7NO